[1]
{
  "formula": "C4H13O4",
  "method": "ωB97M-V/def2-TZVPD",
  "multiplicity": 2,
  "e_lumo_ev": [0.3581, -4.4460],
  "s_squared": 0.76,
  "e_homo_ev": [-9.9459, -9.9457],
  "elements": ["C", "C", "C", "O", "C", "O", "H", "H", "H", "H", "H", "H", "H", "H", "H", "H", "H", "O", "H", "H", "O"],
  "xyz": [[-1.7829, -0.9737, -0.0073], [-0.5853, -0.8547, -0.9107], [0.4569, -0.0650, -0.1068], [0.9270, -0.8140, 1.0775], [-2.6802, 0.2419, -0.1323], [-3.5597, 0.4612, 1.3436], [-1.4953, -1.0391, 1.1148], [-2.3872, -1.8939, -0.0583], [-0.0849, -1.8018, -0.9985], [-0.8423, -0.4750, -1.8859], [-0.0229, 0.9391, 0.2051], [1.2810, 0.0998, -0.7423], [-2.2320, 1.1845, -0.5341], [-3.5956, 0.0331, -0.6793], [-2.5876, 0.9042, 0.9337], [1.7794, -0.4004, 1.2132], [4.0601, 0.7255, 1.7776], [3.5046, 0.3656, 1.0914], [3.5032, 1.0509, -0.0569], [3.0649, 0.7705, -1.5970], [3.2790, 1.5413, -1.0474]]
}

---

[2]
{
  "formula": "C4H13O4",
  "method": "ωB97M-V/def2-TZVPD",
  "multiplicity": 2,
  "e_lumo_ev": [0.6191, -3.5848],
  "s_squared": 0.76,
  "e_homo_ev": [-10.2891, -10.2761],
  "elements": ["C", "C", "C", "O", "C", "O", "H", "H", "H", "H", "H", "H", "H", "H", "H", "H", "H", "O", "H", "H", "O"],
  "xyz": [[-0.2066, -0.7769, -1.3097], [0.4313, 0.4070, -2.1436], [0.1505, 1.7119, -1.4220], [0.6856, 1.8359, -0.1598], [0.6082, -1.1645, -0.0096], [0.1760, -0.5366, 1.0517], [-1.2714, -0.4583, -0.9518], [-0.4292, -1.6470, -1.8150], [-0.1278, 0.3215, -3.0374], [1.5208, 0.3130, -2.3899], [-0.9282, 2.0354, -1.3723], [0.7950, 2.5824, -1.9032], [0.1445, 1.0871, 0.4129], [0.6157, -2.3061, 0.0695], [1.7021, -1.0677, -0.0030], [-1.0636, -1.1328, 1.6879], [-2.6399, -0.5074, 1.7915], [-2.1431, -1.2441, 1.8190], [0.1708, 0.6888, 3.4454], [0.8384, -0.3355, 2.7381], [0.9708, 0.1939, 3.5012]]
}